[1]
This record from OMol25 describes a molecular structure, C27H43BN6OPV in a non-equilibrium geometry. The level of theory is ωB97M-V/def2-TZVPD.

Summary:
Lowest unoccupied orbital energy (spin up / spin down) ... -8.025 / -7.987 eV
HOMO-LUMO gap (spin up / spin down) ... 7.09 / 7.13 eV
Charge ... +2
HOMO (spin up / spin down) ... -15.11 / -15.12 eV
Electronic energy ... -2768.24359 a.u.

Each line ends with the Mulliken charge.
Atoms and positions in Å:
V1 -0.088 1.261 -1.852  -0.337
P1 -0.344 -0.723 0.888  0.068
O1 0.043 0.291 -0.253  0.275
N1 2.232 2.718 -2.693  0.006
N2 0.326 4.039 -1.670  -0.050
N3 -0.009 2.512 -3.427  -0.451
N4 -1.544 0.880 -2.537  -0.092
N5 -0.250 3.018 -0.975  0.674
N6 1.923 1.523 -2.097  0.624
C1 3.023 -0.743 4.161  -0.742
C2 -2.556 -1.322 2.493  -1.275
C3 -1.953 1.788 -4.627  -0.946
C4 -3.684 -2.093 1.817  -0.551
C5 1.021 -3.158 0.380  -1.429
C6 -0.708 3.517 0.179  -0.267
C7 2.156 -1.954 3.834  -0.990
C8 2.260 -0.189 1.788  -0.379
C9 -0.875 -2.585 -1.177  -1.568
C10 1.451 -3.015 -2.086  -1.474
C11 -2.326 0.941 -3.639  -0.191
C12 -0.430 4.870 0.239  -1.252
C13 3.092 0.890 -1.889  -0.225
C14 3.545 2.817 -2.838  -0.088
C15 4.141 1.662 -2.337  -1.310
C16 0.820 -0.471 2.244  0.404
C17 -2.999 0.192 0.476  -0.076
C18 0.138 -2.274 -2.280  0.753
C19 3.071 0.269 2.998  -0.911
C20 0.230 5.152 -0.949  -0.104
C21 2.013 -2.750 -0.697  0.581
C22 -4.385 0.242 1.111  -1.085
C23 -1.970 -0.251 1.531  -0.030
C24 0.762 -1.556 3.358  -1.029
C25 -0.803 2.623 -4.431  0.257
C26 -4.860 -1.163 1.516  -0.845
C27 -0.325 -2.424 0.256  0.791
B1 1.000 3.595 -3.025  0.164
H1 -0.599 3.418 -5.147  0.420
H2 2.269 0.588 1.019  -0.239
H3 0.450 0.471 2.674  0.961
H4 -4.350 0.898 1.984  0.386
H5 2.651 -2.569 3.078  0.258
H6 1.446 -3.043 1.376  0.138
H7 2.052 -2.591 4.713  0.543
H8 2.235 -1.681 -0.589  -0.756
H9 -1.031 -2.902 0.948  0.977
H10 2.701 -1.084 1.348  0.290
H11 5.188 1.428 -2.307  0.492
H12 3.108 -0.082 -1.428  0.382
H13 -3.221 0.330 -3.665  0.511
H14 -0.306 -2.520 -3.247  0.560
H15 -5.497 -1.089 2.398  0.360
H16 -2.553 1.902 -5.517  0.437
H17 -1.801 -2.033 -1.324  0.198
H18 -5.479 -1.595 0.729  0.347
H19 -5.091 0.700 0.420  0.429
H20 2.954 -3.282 -0.552  0.503
H21 -1.786 -1.999 2.870  0.166
H22 0.192 -1.155 4.199  0.386
H23 -2.946 -0.813 3.375  0.609
H24 -1.212 2.881 0.888  0.482
H25 -4.009 -2.915 2.456  0.615
H26 -3.014 -0.491 -0.373  0.033
H27 2.673 1.234 3.323  0.322
H28 1.279 -4.088 -2.207  0.431
H29 4.101 0.455 2.689  0.450
H30 0.352 -1.187 -2.319  -0.683
H31 1.217 4.493 -3.770  -0.058
H32 4.029 -1.081 4.407  0.410
H33 -2.719 1.170 0.079  0.130
H34 -0.677 5.555 1.028  0.467
H35 0.224 -2.449 3.031  0.414
H36 0.634 6.078 -1.321  0.509
H37 -1.143 -3.643 -1.273  0.613
H38 0.798 -4.224 0.268  0.596
H39 2.167 -2.728 -2.858  0.506
H40 -1.733 0.637 2.135  0.570
H41 3.982 3.694 -3.281  0.527
H42 2.639 -0.258 5.060  0.323
H43 -3.315 -2.555 0.896  0.082

[2]
This record from OMol25 describes 2 unconnected molecules or ions with the total composition C3H9NO4 in a non-equilibrium geometry. The level of theory is ωB97M-V/def2-TZVPD.

Summary:
Lowest unoccupied orbital energy ... 0.463 eV
ΔE to the lowest compared entry with this formula, charge and spin ... 26.1 kcal/mol
HOMO-LUMO gap ... 10.22 eV
HOMO ... -9.75 eV
Electronic energy ... -475.39926 a.u.

Each line ends with the natural charge from an NBO analysis.
Atoms and positions in Å:
O1 0.213 -1.254 -3.291  -0.939
O2 0.695 -1.359 -0.381  -0.785
O3 1.236 0.399 2.395  -0.605
O4 0.857 2.215 1.296  -0.691
N1 -0.895 1.024 -0.451  -0.839
C1 0.528 0.905 1.520  0.772
C2 -0.581 0.297 0.753  -0.185
C3 -0.458 -1.168 0.532  -0.058
H1 -1.548 0.327 1.436  0.225
H2 -0.379 -0.512 -3.109  0.449
H3 -0.716 1.954 -0.593  0.385
H4 1.207 2.507 2.138  0.502
H5 -0.651 0.633 -1.328  0.363
H6 1.588 -1.293 0.049  0.495
H7 0.569 -1.417 -2.420  0.487
H8 -1.422 -1.558 0.027  0.212
H9 -0.242 -1.700 1.426  0.210

[3]
This record from OMol25 describes a single C2H5N3O molecule in a non-equilibrium geometry. The level of theory is ωB97M-V/def2-TZVPD.

Summary:
Lowest unoccupied orbital energy ... 0.590 eV
ΔE to the lowest compared entry with this formula, charge and spin ... 9.1 kcal/mol
HOMO-LUMO gap ... 10.54 eV
HOMO ... -9.95 eV
Electronic energy ... -318.73597 a.u.

Each line ends with the natural charge from an NBO analysis.
Atoms and positions in Å:
O1 1.255 1.600 -0.044  -0.630
N1 -0.309 -0.127 -0.081  -0.675
N2 2.014 -0.567 -0.029  -0.852
N3 -2.691 0.117 -0.009  -0.662
C1 1.023 0.393 -0.071  0.792
C2 -1.539 0.626 -0.027  0.301
H1 -0.453 -1.106 -0.132  0.382
H2 -1.362 1.680 0.126  0.197
H3 2.913 -0.139 0.213  0.415
H4 1.896 -1.570 0.073  0.401
H5 -2.746 -0.905 -0.017  0.332

[4]
This record from OMol25 describes a molecular structure, C14H19BrClNO3 in a non-equilibrium geometry. The level of theory is ωB97M-V/def2-TZVPD.

Summary:
Lowest unoccupied orbital energy ... 0.482 eV
ΔE to the lowest compared entry with this formula, charge and spin ... 0.0 kcal/mol
HOMO-LUMO gap ... 8.67 eV
HOMO ... -8.19 eV
Electronic energy ... -3859.14116 a.u.

Each line ends with the natural charge from an NBO analysis.
Atoms and positions in Å:
Br1 -2.159 3.036 0.186  0.060
Cl1 0.678 -0.572 3.003  -0.093
O1 3.326 -2.089 -1.646  -0.479
O2 -3.236 -2.464 -1.123  -0.557
O3 2.917 -0.074 1.037  -0.487
N1 -0.313 -2.600 -1.178  -0.493
C1 0.605 0.673 1.634  -0.018
C2 -1.079 -1.464 -0.929  -0.251
C3 2.091 -1.535 -1.675  -0.100
C4 -1.057 -3.525 -0.668  -0.229
C5 1.865 1.593 -0.152  -0.287
C6 3.992 -0.392 0.169  -0.085
C7 -0.484 2.226 0.311  -0.111
C8 -2.361 -1.310 -1.766  -0.100
C9 -2.479 -3.623 -1.357  -0.078
C10 1.936 0.632 1.010  0.360
C11 0.790 2.492 -0.551  -0.211
C12 -0.617 1.360 1.337  -0.299
C13 3.761 -1.979 -0.296  -0.086
C14 1.062 -2.505 -0.890  -0.242
H1 2.451 1.691 -0.899  0.189
H2 -1.353 1.097 2.010  0.259
H3 1.668 -0.654 -1.454  0.203
H4 1.363 -3.546 -0.744  0.214
H5 4.056 0.320 -0.558  0.189
H6 -2.259 -3.641 -2.461  0.149
H7 3.310 -2.424 0.533  0.208
H8 -1.203 -1.246 0.197  0.200
H9 0.962 -2.247 0.186  0.156
H10 -3.037 -0.416 -1.729  0.212
H11 -2.355 -1.320 -2.782  0.188
H12 -0.560 -0.523 -1.429  0.196
H13 5.014 -2.151 -0.320  0.195
H14 0.631 3.104 -1.459  0.246
H15 -1.228 -3.626 0.422  0.172
H16 -3.286 -4.337 -1.136  0.213
H17 4.881 -0.177 0.871  0.211
H18 -0.782 -4.611 -1.106  0.191
H19 1.788 -1.861 -2.803  0.194

[5]
This record from OMol25 describes a molecular structure, C9H10N2SV in a non-equilibrium geometry. The level of theory is ωB97M-V/def2-TZVPD.

Summary:
Lowest unoccupied orbital energy (spin up / spin down) ... 4.999 / 4.979 eV
Spin multiplicity ... 4
HOMO-LUMO gap (spin up / spin down) ... 2.23 / 4.99 eV
Charge ... -2
HOMO (spin up / spin down) ... 2.76 / -0.01 eV
<S²> ... 3.79
Electronic energy ... -1800.45139 a.u.

Each line ends with the Mulliken spin population.
Atoms and positions in Å:
V1 -0.924 0.543 0.044  1.966
S1 -3.167 -2.841 1.724  0.037
N1 -2.029 1.491 -0.834  -0.195
N2 -1.425 -1.229 0.254  0.043
C1 -2.182 -1.905 0.903  0.059
C2 -0.860 1.213 2.084  0.055
C3 1.399 -2.005 -1.069  0.187
C4 1.164 0.445 1.197  0.044
C5 -0.310 2.222 1.207  -0.068
C6 0.114 0.140 2.126  -0.082
C7 1.462 -0.668 -3.226  -0.228
C8 0.889 1.703 0.601  0.132
C9 1.749 -1.490 -2.239  0.912
H1 2.037 -0.170 1.024  -0.014
H2 -2.118 1.671 -1.825  0.037
H3 0.537 -0.123 -3.172  0.002
H4 0.094 -0.713 2.806  -0.001
H5 2.061 -0.488 -4.107  -0.002
H6 -0.739 3.202 1.029  -0.006
H7 2.063 -1.992 -0.187  0.031
H8 -1.753 1.267 2.682  0.017
H9 1.524 2.207 -0.122  0.016
H10 0.415 -2.482 -0.900  0.057

[6]
This record from OMol25 describes a single C5H5NO2 molecule in a non-equilibrium geometry. The level of theory is ωB97M-V/def2-TZVPD.

Summary:
Lowest unoccupied orbital energy ... 0.953 eV
ΔE to the lowest compared entry with this formula, charge and spin ... 107.0 kcal/mol
HOMO-LUMO gap ... 10.45 eV
HOMO ... -9.49 eV
Electronic energy ... -398.60788 a.u.

Each line ends with the natural charge from an NBO analysis.
Atoms and positions in Å:
O1 1.541 1.157 -0.095  -0.383
O2 -1.042 -1.218 0.200  -0.481
N1 2.361 -0.035 -0.002  -0.068
C1 -1.192 1.098 -0.065  -0.308
C2 0.262 0.746 0.381  0.041
C3 -1.827 -0.063 -0.018  0.118
C4 0.203 -0.665 -0.234  0.018
C5 1.598 -1.056 0.071  -0.015
H1 0.181 -0.559 -1.332  0.197
H2 2.167 -1.997 0.102  0.233
H3 0.284 0.704 1.505  0.182
H4 -1.618 2.128 -0.283  0.250
H5 -2.918 -0.240 -0.229  0.215

Repeat the fourth record exactly.
This record from OMol25 describes a molecular structure, C14H19BrClNO3 in a non-equilibrium geometry. The level of theory is ωB97M-V/def2-TZVPD.

Summary:
Lowest unoccupied orbital energy ... 0.482 eV
ΔE to the lowest compared entry with this formula, charge and spin ... 0.0 kcal/mol
HOMO-LUMO gap ... 8.67 eV
HOMO ... -8.19 eV
Electronic energy ... -3859.14116 a.u.

Each line ends with the natural charge from an NBO analysis.
Atoms and positions in Å:
Br1 -2.159 3.036 0.186  0.060
Cl1 0.678 -0.572 3.003  -0.093
O1 3.326 -2.089 -1.646  -0.479
O2 -3.236 -2.464 -1.123  -0.557
O3 2.917 -0.074 1.037  -0.487
N1 -0.313 -2.600 -1.178  -0.493
C1 0.605 0.673 1.634  -0.018
C2 -1.079 -1.464 -0.929  -0.251
C3 2.091 -1.535 -1.675  -0.100
C4 -1.057 -3.525 -0.668  -0.229
C5 1.865 1.593 -0.152  -0.287
C6 3.992 -0.392 0.169  -0.085
C7 -0.484 2.226 0.311  -0.111
C8 -2.361 -1.310 -1.766  -0.100
C9 -2.479 -3.623 -1.357  -0.078
C10 1.936 0.632 1.010  0.360
C11 0.790 2.492 -0.551  -0.211
C12 -0.617 1.360 1.337  -0.299
C13 3.761 -1.979 -0.296  -0.086
C14 1.062 -2.505 -0.890  -0.242
H1 2.451 1.691 -0.899  0.189
H2 -1.353 1.097 2.010  0.259
H3 1.668 -0.654 -1.454  0.203
H4 1.363 -3.546 -0.744  0.214
H5 4.056 0.320 -0.558  0.189
H6 -2.259 -3.641 -2.461  0.149
H7 3.310 -2.424 0.533  0.208
H8 -1.203 -1.246 0.197  0.200
H9 0.962 -2.247 0.186  0.156
H10 -3.037 -0.416 -1.729  0.212
H11 -2.355 -1.320 -2.782  0.188
H12 -0.560 -0.523 -1.429  0.196
H13 5.014 -2.151 -0.320  0.195
H14 0.631 3.104 -1.459  0.246
H15 -1.228 -3.626 0.422  0.172
H16 -3.286 -4.337 -1.136  0.213
H17 4.881 -0.177 0.871  0.211
H18 -0.782 -4.611 -1.106  0.191
H19 1.788 -1.861 -2.803  0.194

Q: Which formula does entry 1 have?
A: C27H43BN6OPV